[1]
{"formula": "C6H14O", "method": "ωB97M-V/def2-TZVPD", "elements": ["C", "C", "C", "C", "C", "H", "H", "H", "H", "H", "H", "H", "H", "H", "H", "C", "O", "H", "H", "H", "H"], "xyz": [[-0.1895, 1.6958, 0.9380], [1.2710, 1.3990, 1.2343], [1.3968, -0.0977, 1.0467], [0.7726, -0.3669, -0.3069], [-0.4796, 0.9264, -0.3528], [-0.3764, 2.7724, 0.8447], [-0.8234, 1.3359, 1.7613], [1.8783, 1.8891, 0.4611], [1.5924, 1.7387, 2.2160], [0.8143, -0.6345, 1.8123], [2.4254, -0.4653, 1.1262], [1.3545, -0.0500, -1.1651], [0.7253, -1.4706, -0.4047], [-1.5952, 0.9062, -0.4652], [-0.1754, 1.4988, -1.2292], [-1.4757, -2.0790, -1.5125], [-1.3865, -1.6760, -0.1737], [-1.2273, -1.2845, -2.2361], [-2.5056, -2.3828, -1.6746], [-0.8048, -2.9237, -1.7149], [-1.1911, -0.7314, -0.2047]], "forces_ev_per_a": [[0.16, 0.00, 0.05], [0.24, 0.21, 0.23], [0.06, 0.14, 0.01], [-0.29, 0.94, -0.21], [0.76, -0.27, -0.07], [-0.03, -0.19, -0.12], [0.13, -0.03, -0.20], [0.07, 0.05, 0.25], [0.04, 0.12, 0.07], [0.09, 0.16, -0.15], [-0.08, 0.09, -0.16], [0.55, 0.31, 0.18], [-1.04, 0.99, -0.20], [0.82, -1.02, -0.01], [0.20, 0.03, 0.10], [-0.24, -0.25, -0.31], [-0.97, -0.45, 0.35], [-0.04, -0.08, 0.28], [-0.12, -0.24, -0.48], [-0.10, 0.05, 0.06], [-0.19, -0.56, 0.34]], "lumo_ha": 0.039, "molar_mass_g_mol": 102.18, "relative_energy_ev": 2.461, "multiplicity": 1, "smiles": "C1CCCC1.CO", "homo_ev": -9.488, "orbital_gap_ev": 10.56}


[2]
{"formula": "C6H14O", "method": "ωB97M-V/def2-TZVPD", "elements": ["C", "C", "C", "C", "C", "C", "O", "H", "H", "H", "H", "H", "H", "H", "H", "H", "H", "H", "H", "H", "H"], "xyz": [[0.1063, 1.5435, -1.2974], [0.8099, 0.2730, -0.8148], [1.3671, -0.5039, -2.0086], [-0.1075, -0.6349, 0.0127], [-0.4790, -0.1164, 1.3811], [-1.3121, -1.0305, 2.2390], [0.5352, 0.5471, 2.0591], [0.7874, 2.1517, -1.9036], [-0.2402, 2.1743, -0.4708], [-0.7635, 1.2961, -1.9205], [1.6390, 0.5622, -0.1574], [2.0429, 0.1211, -2.6029], [0.5578, -0.8401, -2.6702], [1.9254, -1.3899, -1.6844], [0.3986, -1.5954, 0.1795], [-1.0458, -0.8457, -0.5165], [-1.3270, 0.8814, 1.1244], [-0.7231, -1.9137, 2.5058], [-2.2045, -1.3381, 1.6872], [-1.5956, -0.5202, 3.1637], [-0.3711, 1.1783, 1.6949]], "forces_ev_per_a": [[-0.04, 0.04, 0.02], [-0.01, -0.02, 0.03], [0.03, -0.04, -0.04], [-0.04, -0.23, -0.04], [-2.49, 0.26, -1.29], [-0.06, -0.18, -0.01], [-1.35, 1.85, -0.32], [-0.10, -0.09, 0.10], [0.05, -0.09, -0.10], [0.12, 0.02, 0.09], [-0.10, -0.04, -0.13], [-0.09, -0.08, 0.09], [0.10, 0.05, 0.10], [-0.09, 0.13, -0.04], [-0.01, 0.03, -0.02], [0.17, -0.08, -0.11], [0.36, -1.99, -0.25], [-0.01, 0.05, -0.06], [0.04, -0.09, 0.17], [0.01, -0.09, -0.18], [3.51, 0.58, 2.01]], "lumo_ha": 0.032, "molar_mass_g_mol": 102.18, "relative_energy_ev": 3.134, "multiplicity": 1, "homo_ev": -9.851, "orbital_gap_ev": 10.73}


[3]
{"formula": "C6H14O", "method": "ωB97M-V/def2-TZVPD", "elements": ["C", "C", "C", "C", "C", "C", "H", "H", "H", "H", "H", "H", "H", "H", "H", "H", "H", "H", "O", "H", "H"], "xyz": [[-1.3546, 1.4468, -0.4910], [-0.7969, 0.3960, 0.1751], [-1.5617, -0.5853, 0.9026], [0.7402, 0.1391, 0.1766], [0.9900, -1.0100, -0.8244], [0.1788, -0.8589, -2.1347], [-2.3984, 1.7477, -0.2310], [-0.8494, 2.1503, -1.0407], [-1.3641, -1.6014, 0.3924], [-1.1919, -0.8244, 1.9175], [-2.8281, -0.5533, 0.8774], [1.0988, -0.1445, 1.1133], [1.3366, 1.1109, -0.1948], [0.7556, -2.0187, -0.3438], [2.0330, -1.0623, -0.9969], [0.8897, -0.5621, -2.9627], [-0.5706, -0.0635, -2.1029], [-0.3081, -1.8009, -2.4431], [1.7144, 1.5463, 3.0793], [1.1092, 0.8829, 2.8089], [2.3774, 1.6655, 2.3230]], "forces_ev_per_a": [[-1.61, -2.04, 3.23], [1.03, 3.27, -0.69], [-3.53, -3.55, 0.18], [-0.98, 1.97, -3.44], [-1.35, -1.16, 0.60], [1.32, -0.03, -1.21], [0.69, -0.72, -0.64], [1.54, 1.37, -1.19], [-0.35, 1.26, 0.50], [-0.36, 0.58, -0.20], [3.74, 0.45, 0.17], [0.50, -0.36, 1.63], [-1.44, -2.03, 0.87], [0.07, 1.32, -0.42], [1.11, -0.05, -0.48], [-0.76, -0.41, 0.70], [0.16, -0.42, 0.10], [0.23, 0.44, 0.16], [2.41, 1.37, -0.96], [-0.77, -0.85, -0.54], [-1.64, -0.40, 1.62]], "lumo_ha": 0.029, "molar_mass_g_mol": 102.18, "relative_energy_ev": 2.369, "multiplicity": 1, "smiles": "C=C(C)CCC.O", "homo_ev": -9.151, "orbital_gap_ev": 9.93}


[4]
{"formula": "C6H14O", "method": "ωB97M-V/def2-TZVPD", "elements": ["C", "C", "C", "C", "C", "C", "O", "H", "H", "H", "H", "H", "H", "H", "H", "H", "H", "H", "H", "H", "H"], "xyz": [[-3.3250, 0.1581, 0.3610], [-2.1137, 0.7533, -0.2660], [-0.8317, 0.4284, 0.5006], [0.4213, 0.4471, -0.3709], [1.6414, -0.1104, 0.3575], [2.7934, -0.3975, -0.5869], [3.8657, -0.9177, 0.1741], [-3.2637, -2.3753, 0.7604], [-4.2892, 0.6267, 0.1620], [-3.2772, -0.5003, 1.1990], [-2.0206, 0.4285, -1.3148], [-2.2541, 1.8492, -0.3521], [-0.7154, 1.1161, 1.3495], [-0.9538, -0.5770, 0.9235], [0.6273, 1.4655, -0.7326], [0.2251, -0.1635, -1.2645], [1.9812, 0.5828, 1.1372], [1.3737, -1.0476, 0.8621], [2.4598, -1.1194, -1.3510], [3.0866, 0.5256, -1.1145], [4.5689, -1.1725, -0.4336]], "forces_ev_per_a": [[-0.39, 0.75, -0.27], [-0.07, 0.21, 0.01], [0.02, -0.05, -0.07], [0.02, -0.03, -0.01], [0.04, 0.00, 0.01], [-0.37, 0.18, -0.19], [0.31, -0.11, -0.12], [-0.02, 0.05, -0.22], [0.13, -0.40, -0.08], [0.20, -0.01, 0.48], [0.01, -0.11, 0.12], [0.03, -0.33, 0.07], [-0.04, -0.15, -0.12], [0.14, 0.08, -0.02], [-0.06, -0.16, 0.07], [0.04, 0.06, 0.11], [-0.05, -0.08, -0.10], [0.03, 0.11, -0.06], [0.09, 0.09, 0.13], [0.00, -0.14, 0.11], [-0.04, 0.02, 0.15]], "lumo_ha": [0.016, -0.015], "molar_mass_g_mol": 102.18, "relative_energy_ev": 5.136, "multiplicity": 1, "homo_ev": [-10.324, -8.219], "orbital_gap_ev": [10.75, 7.82]}


[5]
{"formula": "C6H14O", "method": "ωB97M-V/def2-TZVPD", "elements": ["C", "C", "C", "C", "C", "C", "O", "H", "H", "H", "H", "H", "H", "H", "H", "H", "H", "H", "H", "H", "H"], "xyz": [[-1.9741, 1.2343, 0.3014], [-2.0177, -0.4288, 0.5693], [-0.9509, -1.3656, -0.0469], [0.5626, -1.0485, 0.4792], [1.3679, -0.3873, -0.5735], [1.8308, 1.0751, -0.3364], [3.1608, 1.0409, 0.1368], [-2.9254, 1.6533, -0.3820], [-1.0491, 1.4546, -0.2269], [-1.9350, 1.8573, 1.2444], [-2.1374, -0.5481, 1.7849], [-3.0251, -0.7413, 0.1725], [-0.8414, -1.1757, -1.2122], [-1.0274, -2.4558, -0.1924], [0.9684, -2.0293, 0.7582], [0.3504, -0.4914, 1.4924], [0.7550, -0.3107, -1.5065], [2.3021, -0.8427, -0.9086], [1.9076, 1.5852, -1.3684], [1.0830, 1.6395, 0.2147], [3.5952, 0.2849, -0.4001]], "forces_ev_per_a": [[-1.38, -0.71, -0.68], [-2.24, 0.67, 1.98], [2.53, 1.59, -2.64], [-2.91, -1.03, 2.08], [-0.02, 2.46, -1.76], [0.28, -0.53, -2.95], [1.09, -1.23, -0.14], [2.61, -1.39, 1.86], [-0.10, 0.15, -0.27], [-0.25, -1.01, -0.91], [0.58, 0.04, -3.03], [0.93, 0.20, 0.48], [-0.70, 0.30, 2.10], [-1.03, 0.29, 1.37], [0.14, 0.33, 0.07], [1.07, -0.62, -1.96], [0.44, -0.32, 0.62], [-0.25, -0.81, 0.27], [-0.52, -0.58, 1.24], [0.66, 0.13, 0.78], [-0.92, 2.07, 1.51]], "lumo_ha": 0.035, "molar_mass_g_mol": 102.18, "relative_energy_ev": 3.117, "multiplicity": 1, "smiles": "CCCCCCO", "homo_ev": -9.873, "orbital_gap_ev": 10.84}


[6]
{"formula": "C6H14O", "method": "ωB97M-V/def2-TZVPD", "elements": ["C", "C", "C", "C", "C", "C", "O", "H", "H", "H", "H", "H", "H", "H", "H", "H", "H", "H", "H", "H", "H"], "xyz": [[1.6945, 1.0735, -0.3910], [1.1823, -0.3602, -0.2513], [1.7161, -1.2251, -1.4027], [-0.3549, -0.3365, -0.2778], [-1.1800, 0.3566, 0.8008], [-2.5489, -0.2552, 1.0002], [-0.4658, 0.5842, 1.9710], [2.7886, 1.1102, -0.3918], [1.3252, 1.7013, 0.4260], [1.3372, 1.5036, -1.3366], [1.5812, -0.7755, 0.6873], [2.8115, -1.1772, -1.4574], [1.3203, -0.8731, -2.3639], [1.4353, -2.2795, -1.2892], [-0.8095, -1.2363, -0.7176], [-0.7060, 0.5573, -0.8074], [-1.4393, 1.4778, 0.3084], [-2.5512, -1.2160, 1.5300], [-3.0174, -0.3900, 0.0204], [-3.1310, 0.4765, 1.5629], [-0.9880, 1.2835, 2.3795]], "forces_ev_per_a": [[0.09, 0.10, 0.02], [-0.11, 0.12, 0.00], [-0.04, 0.00, -0.01], [-0.30, 0.90, -0.67], [-0.87, 1.87, -0.53], [-0.17, 0.11, 0.06], [-0.17, 0.14, 0.72], [-0.11, 0.02, 0.03], [0.10, -0.08, -0.09], [0.10, -0.07, 0.11], [-0.34, 0.08, -0.11], [-0.21, 0.02, 0.06], [0.05, -0.04, 0.13], [-0.01, 0.19, 0.01], [0.10, 0.16, 0.54], [1.20, -1.26, -2.62], [0.43, -2.21, 1.62], [0.25, 0.20, -0.10], [-0.06, 0.01, 0.15], [-0.31, -0.23, 0.07], [0.38, -0.04, 0.61]], "lumo_ha": 0.032, "molar_mass_g_mol": 102.18, "relative_energy_ev": 1.761, "multiplicity": 1, "smiles": "CC(C)C[C@@H](C)O", "homo_ev": -9.528, "orbital_gap_ev": 10.41}


Question: Which formula does entry 4 have?
Answer: C6H14O


Question: What is the formula in the fourth record?
Answer: C6H14O